No. 1
This record from the Open Molecules 2025 dataset describes C48H37BrF5MoN7O8P2 as an isolated structure in a non-equilibrium geometry. The level of theory is ωB97M-V/def2-TZVPD.

The geometry in XYZ format:
```
109
Properties=species:S:1:pos:R:3
Mo 0.215 0.769 -0.146
O -1.640 0.267 0.858
C -2.974 0.842 0.886
C -3.238 1.992 -0.032
C -4.485 2.581 0.052
C -4.799 3.680 -0.728
C -3.853 4.221 -1.592
C -2.613 3.642 -1.677
C -2.264 2.518 -0.905
O -1.069 2.003 -1.054
N -6.122 4.262 -0.642
O -6.923 3.761 0.132
O -6.372 5.223 -1.351
H -3.695 0.035 0.721
H -5.233 2.190 0.731
H -4.108 5.090 -2.181
H -1.855 4.062 -2.326
O -1.012 4.119 1.124
C -0.203 3.271 1.422
O 0.661 2.708 0.610
C -0.073 2.716 2.844
P 0.418 0.979 2.569
C -1.574 0.255 2.332
C -2.818 1.162 2.409
C -3.895 0.762 3.360
C -3.864 -0.425 3.965
C -2.828 -1.402 3.654
C -1.801 -1.108 2.851
C 0.520 0.248 4.260
C 0.725 -1.116 4.458
C 0.768 -1.656 5.733
C 0.644 -0.832 6.839
C 0.477 0.531 6.657
C 0.401 1.067 5.380
H -0.971 2.847 3.440
H 0.758 3.233 3.322
H -2.601 2.224 2.516
H -4.687 1.476 3.552
H -4.633 -0.699 4.676
H -2.936 -2.402 4.055
H -1.088 -1.873 2.567
H 0.873 -1.774 3.619
H 0.913 -2.722 5.860
H 0.693 -1.253 7.835
H 0.414 1.187 7.516
H 0.273 2.135 5.269
Br 0.777 -6.551 -7.094
C 0.210 -6.584 -5.285
C -0.902 -7.331 -4.931
C -1.314 -7.353 -3.611
C -0.645 -6.596 -2.652
C 0.480 -5.854 -3.026
C 0.919 -5.864 -4.336
N -1.017 -6.736 -1.299
N -0.986 -5.800 -0.489
C -0.890 -4.452 -0.844
C -1.652 -3.892 -1.859
C -1.671 -2.521 -2.102
C -0.891 -1.671 -1.330
O -0.751 -0.385 -1.512
C -0.111 -2.222 -0.292
N 0.660 -1.303 0.361
C 1.555 -1.792 1.210
C 1.668 -3.152 1.512
C 0.826 -4.067 0.930
C -0.092 -3.605 -0.029
H -1.439 -7.895 -5.682
H -2.177 -7.932 -3.311
H 1.031 -5.301 -2.276
H 1.800 -5.306 -4.622
H -2.271 -4.547 -2.459
H -2.278 -2.109 -2.897
H 2.212 -1.094 1.704
H 2.423 -3.458 2.224
H 0.869 -5.120 1.172
C 1.314 3.683 -4.519
N 1.126 2.263 -4.811
C 2.433 1.656 -5.046
N 3.370 1.853 -3.946
C 3.498 3.282 -3.671
N 2.217 3.926 -3.400
C 1.651 3.504 -2.126
P 1.325 1.684 -2.137
C 0.401 1.588 -3.739
C 2.980 1.112 -2.753
H 0.344 4.136 -4.306
H 1.739 4.155 -5.407
H 2.860 2.110 -5.942
H 2.304 0.585 -5.220
H 3.941 3.759 -4.549
H 4.160 3.422 -2.815
H 0.711 4.025 -1.934
H 2.341 3.738 -1.314
H -0.581 2.045 -3.612
H 0.253 0.537 -4.001
H 2.929 0.044 -2.984
H 3.725 1.259 -1.971
F 5.555 2.515 3.059
C 4.643 1.586 2.720
C 5.068 0.300 2.132
F 4.496 -0.849 2.524
C 4.326 1.244 1.262
F 4.921 1.840 0.202
C 2.840 1.098 1.215
O 2.246 0.744 0.117
C 2.272 1.317 2.422
F 3.118 2.957 3.915
C 3.298 1.681 3.452
F 3.307 0.903 4.570
```

For the highest occupied orbital energy (spin up / spin down), the calculation gives -7.9522 / -7.6720 eV. The expectation value of S² is 2.265. The calculation puts the orbital gap (spin up / spin down) at 6.6 / 5.6 eV. Its total charge is 0. As for the multiplicity: 3.

***

No. 2
This record from the Open Molecules 2025 dataset describes C48H37F7O10V3 as an isolated structure in a non-equilibrium geometry. The level of theory is ωB97M-V/def2-TZVPD.

The geometry in XYZ format:
```
105
Properties=species:S:1:pos:R:3
O -0.854 -0.566 5.818
V -1.381 -0.017 4.429
O -2.921 -0.492 4.511
O -4.277 3.954 -1.751
V -3.804 2.417 -1.493
O -4.052 1.656 -2.839
O 4.262 2.234 3.122
V 3.000 1.340 3.078
O 3.082 0.208 4.165
C 0.253 1.938 -0.363
C -1.161 1.951 -0.645
C -2.163 1.215 0.364
O -3.355 1.141 0.124
C -1.546 0.592 1.522
C -0.185 0.699 1.712
C 0.737 1.321 0.696
O 2.036 1.473 0.927
O 0.188 0.172 2.823
O -1.673 2.526 -1.624
H 0.930 2.406 -1.062
H -2.253 0.082 2.159
F 0.028 -1.573 -0.539
C 0.998 -1.910 -1.399
C 1.888 -0.991 -1.831
C 2.975 -1.428 -2.544
C 3.066 -2.732 -3.007
C 2.212 -3.674 -2.479
C 1.180 -3.277 -1.663
H 1.740 -0.026 -1.369
H 3.799 -0.763 -2.756
H 3.904 -3.050 -3.609
H 2.332 -4.696 -2.807
H 0.565 -4.086 -1.298
F -0.203 -2.367 4.153
C -0.034 -3.706 4.085
C 0.009 -4.482 5.274
C 0.201 -5.825 5.112
C 0.295 -6.388 3.847
C 0.258 -5.609 2.732
C 0.111 -4.215 2.831
H -0.098 -3.970 6.219
H 0.134 -6.386 6.032
H 0.138 -7.451 3.745
H 0.145 -6.021 1.740
H -0.115 -3.576 1.990
F -1.034 4.158 -7.779
C -1.461 4.721 -6.621
C -0.935 4.343 -5.400
C -1.414 4.722 -4.221
C -2.614 5.452 -4.184
C -3.160 5.924 -5.372
C -2.580 5.588 -6.609
H -0.086 3.679 -5.481
H -1.045 4.365 -3.271
H -3.040 5.649 -3.212
H -4.061 6.516 -5.306
H -3.157 5.921 -7.459
F 4.601 1.726 0.006
C 5.032 1.570 -1.201
C 6.258 0.994 -1.529
C 6.617 0.827 -2.923
C 5.685 1.229 -3.808
C 4.543 1.936 -3.506
C 4.224 2.140 -2.185
H 6.932 0.637 -0.765
H 7.505 0.271 -3.183
H 5.987 1.203 -4.845
H 4.110 2.418 -4.370
H 3.333 2.694 -1.931
F -4.694 3.510 0.689
C -5.231 3.711 1.906
C -4.599 3.184 3.087
C -5.330 3.299 4.308
C -6.537 3.954 4.372
C -7.046 4.554 3.204
C -6.401 4.461 1.943
H -3.801 2.457 3.091
H -4.899 2.900 5.215
H -6.996 4.212 5.314
H -7.951 5.144 3.201
H -6.901 5.009 1.158
F -2.583 -3.827 -4.216
C -2.814 -3.714 -2.901
C -2.502 -4.716 -1.954
C -2.533 -4.379 -0.608
C -2.685 -3.055 -0.118
C -3.000 -2.121 -1.114
C -3.135 -2.442 -2.451
H -2.246 -5.733 -2.209
H -2.190 -5.156 0.060
H -2.635 -2.746 0.915
H -3.097 -1.085 -0.824
H -3.123 -1.596 -3.122
F 5.289 -3.171 4.548
C 4.809 -2.604 3.444
C 5.562 -1.520 2.940
C 5.133 -0.823 1.790
C 3.928 -1.238 1.194
C 3.175 -2.245 1.706
C 3.555 -2.887 2.881
H 6.402 -1.088 3.462
H 5.664 -0.060 1.239
H 3.590 -0.743 0.294
H 2.209 -2.472 1.279
H 2.987 -3.705 3.300
```

For the highest occupied orbital energy, the calculation gives -10.4997 eV. As for the relative energy (zero: lowest compared OMol25 entry of this formula, charge and spin): 0.000 eV. The calculation puts the orbital gap at 4.5 eV. Its total charge is +1.

***

No. 3
This record from the Open Molecules 2025 dataset describes C48H37N12O9SSbScTe as an isolated structure. The level of theory is ωB97M-V/def2-TZVPD.

The geometry in XYZ format:
```
110
Properties=species:S:1:pos:R:3
Sc 0.310 -0.841 1.710
C -5.286 0.279 -3.170
O -6.095 -0.729 -2.594
C -6.172 -0.765 -1.242
C -7.009 -1.744 -0.712
C -7.215 -1.809 0.649
C -6.550 -0.944 1.515
C -5.696 0.015 0.986
C -5.514 0.116 -0.390
N -6.987 -0.975 2.886
N -6.239 -0.802 3.861
C -4.823 -0.677 3.719
C -4.211 0.388 4.335
C -2.836 0.630 4.234
C -2.016 -0.263 3.560
O -0.736 -0.130 3.416
C -2.637 -1.433 2.999
N -1.777 -2.290 2.401
C -2.248 -3.391 1.875
C -3.610 -3.741 1.949
C -4.494 -2.881 2.536
C -4.027 -1.657 3.066
H -5.313 0.103 -4.243
H -4.253 0.223 -2.822
H -5.689 1.274 -2.955
H -7.517 -2.414 -1.393
H -7.912 -2.526 1.067
H -5.172 0.702 1.636
H -4.864 0.889 -0.780
H -4.842 1.080 4.883
H -2.396 1.511 4.683
H -1.540 -4.016 1.343
H -3.944 -4.679 1.525
H -5.544 -3.133 2.600
N 2.359 2.032 1.831
C 2.497 1.428 3.021
N 3.201 2.040 3.975
C 3.316 1.355 5.106
N 3.972 1.951 6.131
N 2.847 0.117 5.333
C 2.144 -0.376 4.328
N 1.887 0.240 3.188
C 1.627 -1.769 4.448
C 1.512 -2.392 5.676
C 1.074 -3.708 5.691
C 0.784 -4.340 4.493
C 0.901 -3.620 3.314
N 1.313 -2.356 3.293
H 2.905 2.860 1.667
H 2.151 1.444 1.035
H 4.501 2.779 5.924
H 4.245 1.372 6.903
H 1.769 -1.851 6.574
H 0.959 -4.235 6.630
H 0.444 -5.367 4.464
H 0.645 -4.044 2.350
O 3.035 -3.834 -4.470
N 3.896 -3.491 -3.678
O 5.090 -3.692 -3.850
C 3.473 -2.835 -2.451
C 2.101 -2.650 -2.211
C 1.733 -2.011 -1.068
C 2.680 -1.447 -0.147
O 2.232 -0.691 0.776
C 4.046 -1.697 -0.434
C 4.433 -2.386 -1.580
N 5.104 -1.185 0.423
O 4.819 -0.773 1.532
O 6.255 -1.251 0.007
N 0.429 -1.655 -0.681
O 0.030 -2.404 0.438
O -0.490 -1.796 -1.717
H 1.361 -2.989 -2.921
H 5.480 -2.540 -1.786
S -1.318 0.720 0.312
Sb 1.430 1.567 -2.076
C 2.454 3.439 -1.804
C 3.669 3.367 -1.122
C 4.423 4.510 -0.883
C 3.961 5.746 -1.314
C 2.751 5.832 -1.989
C 2.003 4.685 -2.233
C -0.376 2.276 -2.960
C -0.926 1.660 -4.082
C -2.160 2.061 -4.578
C -2.869 3.074 -3.947
C -2.348 3.669 -2.805
C -1.114 3.267 -2.313
C 2.513 1.070 -3.868
C 2.184 1.436 -5.171
C 2.965 1.020 -6.243
C 4.091 0.235 -6.027
C 4.439 -0.124 -4.733
C 3.650 0.290 -3.667
H 4.044 2.407 -0.774
H 5.368 4.432 -0.359
H 4.543 6.640 -1.124
H 2.388 6.794 -2.331
H 1.066 4.764 -2.771
H -0.404 0.845 -4.568
H -2.571 1.570 -5.453
H -3.831 3.387 -4.333
H -2.908 4.440 -2.289
H -0.737 3.723 -1.405
H 1.323 2.065 -5.362
H 2.689 1.309 -7.250
H 4.690 -0.100 -6.864
H 5.310 -0.744 -4.551
H 3.920 -0.023 -2.663
Te -2.217 -0.916 -1.094
```

For the highest occupied orbital energy, the calculation gives -4.4549 eV. As for the relative energy (zero: lowest compared OMol25 entry of this formula, charge and spin): 0.132 eV. The calculation puts the orbital gap at 6.2 eV. Its total charge is -1.

***

No. 4
This record from the Open Molecules 2025 dataset describes C48H38Co2O8P2 as an isolated structure in a non-equilibrium geometry. The level of theory is ωB97M-V/def2-TZVPD.

The geometry in XYZ format:
```
98
Properties=species:S:1:pos:R:3
C -3.998 0.647 3.943
C -2.604 0.924 3.434
O -2.547 0.511 2.052
C -1.317 0.648 1.471
C -1.155 -0.137 0.276
P -0.070 -1.504 0.319
C 0.941 -1.500 1.873
C 0.404 -1.483 3.173
C 1.249 -1.529 4.287
C 2.635 -1.516 4.128
C 3.172 -1.536 2.837
C 2.332 -1.527 1.719
C -0.818 -3.177 0.447
C -1.220 -3.767 1.654
C -1.624 -5.107 1.694
C -1.654 -5.865 0.517
C -1.264 -5.282 -0.699
C -0.857 -3.946 -0.731
O 0.822 -1.595 -0.891
O -0.443 1.406 1.931
H -4.048 1.039 4.958
H -4.776 1.169 3.369
H -4.184 -0.434 3.970
H -2.385 1.998 3.482
H -1.854 0.364 4.027
H -1.952 -0.126 -0.454
H -0.681 -1.458 3.348
H 0.804 -1.557 5.277
H 3.297 -1.480 4.993
H 4.249 -1.551 2.671
H 2.743 -1.517 0.706
H -1.184 -3.200 2.582
H -1.895 -5.556 2.652
H -1.972 -6.909 0.548
H -1.263 -5.867 -1.622
H -0.520 -3.497 -1.665
O 2.119 4.953 -2.709
C 1.475 4.959 -1.747
Co 0.480 5.032 -0.257
C 1.494 4.037 0.767
O 2.333 3.442 1.310
C 1.218 6.544 0.382
O 2.087 7.315 0.506
C -1.225 5.369 -0.697
C -0.952 4.009 -0.730
C -1.375 2.762 -1.088
C -0.358 1.922 -1.733
C -0.525 1.448 -3.057
C 0.440 0.656 -3.662
C 1.604 0.314 -2.982
C 1.812 0.792 -1.690
C 0.818 1.524 -1.044
Co -1.219 6.258 1.066
C -1.268 4.895 2.175
O -1.211 4.068 2.986
C -2.775 6.952 0.673
O -3.814 7.390 0.377
P -0.559 7.674 2.533
C 0.651 7.158 3.823
C 0.794 7.895 5.013
C 1.652 7.432 6.018
C 2.382 6.250 5.835
C 2.225 5.503 4.665
C 1.371 5.965 3.660
C 0.088 9.196 1.733
C 1.209 9.865 2.248
C 1.684 11.005 1.593
C 1.013 11.508 0.470
C -0.038 10.788 -0.099
C -0.520 9.644 0.546
C -1.978 8.218 3.562
C -2.490 9.523 3.500
C -3.661 9.838 4.198
C -4.299 8.870 4.980
C -3.776 7.575 5.060
C -2.617 7.247 4.352
H -1.629 5.974 -1.525
H -2.446 2.538 -1.269
H -1.431 1.736 -3.595
H 0.273 0.272 -4.666
H 2.342 -0.337 -3.437
H 2.735 0.567 -1.157
H 0.892 1.722 0.033
H 0.230 8.822 5.158
H 1.741 7.996 6.948
H 3.069 5.906 6.610
H 2.761 4.562 4.526
H 1.251 5.384 2.741
H 1.703 9.492 3.148
H 2.583 11.500 1.963
H 1.323 12.454 0.025
H -0.481 11.098 -1.047
H -1.362 9.091 0.118
H -1.980 10.284 2.904
H -4.073 10.846 4.122
H -5.213 9.120 5.520
H -4.272 6.811 5.659
H -2.215 6.230 4.401
```

For the highest occupied orbital energy, the calculation gives -1.1574 eV. The calculation puts the orbital gap at 5.1 eV. Its total charge is -2.

***

Table of DFT total energy (eV), in record order: -181242.0419 -166924.3625 -132051.9921 -160602.7591